The following is a quantum chemistry calculation of a structure of composition C25H24AlF3N4O4PS, from OMol25.

Calculated values
charge = +1
orbital gap = 7.5540 eV
energy above the lowest of the compared OMol25 structures with the same formula, charge and spin = 0.0000 eV
LUMO energy = -3.5 eV
HOMO = -11.06 eV

Geometry (Å):
Al1 0.6534 0.2801 0.3712
F1 -0.4955 -0.5885 5.5203
C1 -1.6386 -0.5244 4.8232
F2 -2.6179 -0.2094 5.6849
F3 -1.9016 -1.7531 4.3544
C2 -1.5527 0.4873 3.7069
C3 -2.3317 1.6224 3.7248
C4 -2.2576 2.5499 2.6822
C5 -1.4147 2.2747 1.6352
N1 -0.6625 1.1676 1.6077
C6 -0.6698 0.2875 2.6316
S1 0.4633 -0.9877 2.4080
H1 -3.0036 1.7920 4.5549
H2 -2.8482 3.4529 2.6915
H3 -1.3238 2.9337 0.7813
O1 2.0280 1.3911 1.1299
C7 3.2643 1.2870 1.0123
C8 3.9342 0.4153 0.1132
C9 5.3387 0.4663 0.0483
C10 5.9884 -0.3265 -0.8511
C11 5.2889 -1.1876 -1.7080
C12 3.9221 -1.2553 -1.6523
C13 3.2005 -0.4617 -0.7351
O2 1.9055 -0.5509 -0.6841
N2 7.4545 -0.2707 -0.9312
O3 8.0266 0.4565 -0.1475
O4 7.9877 -0.9523 -1.7798
H4 3.8785 1.9417 1.6408
H5 5.9034 1.1242 0.6958
H6 5.8508 -1.7922 -2.4061
H7 3.3706 -1.9198 -2.3017
C14 -1.7883 3.0450 -3.7002
N3 -0.7839 2.6864 -2.7089
C15 0.4797 3.2127 -2.6043
C16 1.0806 2.5623 -1.5757
N4 0.2034 1.6355 -1.0584
C17 -0.9050 1.7437 -1.7688
H8 -1.7803 4.1224 -3.8438
H9 -2.7675 2.7436 -3.3376
H10 -1.5786 2.5475 -4.6454
H11 0.8262 3.9955 -3.2535
H12 2.0673 2.6998 -1.1751
H13 -1.8085 1.1807 -1.6081
C18 -0.9015 -1.7071 -2.4248
P1 -0.8225 -1.5577 -0.6036
C19 0.0009 -3.1102 -0.1237
C20 -2.5460 -1.7731 -0.0768
C21 -3.2919 -0.6723 0.3370
C22 -4.6115 -0.8234 0.7373
C23 -5.1971 -2.0791 0.7272
C24 -4.4667 -3.1816 0.3054
C25 -3.1504 -3.0296 -0.0972
H14 -1.2221 -2.7094 -2.7083
H15 0.0841 -1.5125 -2.8485
H16 -1.6150 -0.9950 -2.8365
H17 -0.3120 -3.9296 -0.7708
H18 -0.2543 -3.3431 0.9083
H19 1.0796 -2.9871 -0.2048
H20 -2.8437 0.3110 0.3495
H21 -5.1790 0.0387 1.0628
H22 -6.2226 -2.2014 1.0473
H23 -4.9224 -4.1616 0.2945
H24 -2.5920 -3.9008 -0.4157

Results of the Löwdin charge analysis, in e, for atoms 1 through 2:
1 Al -0.2224
2 F 0.1508

---

The following is a quantum chemistry calculation of a cluster of 2 separate species, C3H7NOSi in total at a distorted geometry, from OMol25.

Calculated values
orbital gap = 8.5400 eV
energy above the lowest of the compared OMol25 structures with the same formula, charge and spin = 2.9848 eV
LUMO energy = -0.7 eV
HOMO = -9.21 eV

Geometry (Å):
C1 -1.4845 0.3027 -1.3232
C2 -0.3712 -0.4110 -1.7100
C3 0.1790 -1.1755 -0.6439
N1 0.8337 -1.5084 0.2613
O1 1.8734 0.6506 1.2302
Si1 2.2658 -0.7691 1.5966
H1 -1.9976 0.9957 -1.9542
H2 -1.7588 0.3463 -0.3286
H3 -0.0127 -0.2951 -2.7098
H4 -2.0798 2.7142 0.4796
H5 1.4336 -1.4898 2.6920
H6 3.5006 -1.5310 1.6059
H7 -2.3815 2.1704 0.8041

Results of the Löwdin charge analysis, in e, for atoms 1 through 2:
1 C 0.0727
2 C -0.0821

---

The following is a quantum chemistry calculation of a structure of composition C5H10N2O at a distorted geometry, from OMol25.

Calculated values
orbital gap (alpha / beta) = 7.2141 / 6.7846 eV
energy above the lowest of the compared OMol25 structures with the same formula, charge and spin = 5.1474 eV
LUMO energy (alpha / beta) = 0.5 / 0.3 eV
HOMO (alpha / beta) = -6.70 / -6.45 eV

Geometry (Å):
C1 -0.7339 -0.7177 -0.9171
C2 -1.5402 0.2411 -0.1502
C3 1.3323 0.4966 -0.4330
C4 -0.9371 0.2859 1.2453
N1 -0.6080 -0.6464 -2.2719
C5 1.1785 -0.0456 2.2385
N2 0.4428 0.4026 1.2616
O1 -1.6141 0.1856 2.2550
H1 -0.5148 -1.6832 -0.4806
H2 0.1004 -1.2195 -2.7094
H3 -0.7163 0.2579 -2.7095
H4 -1.5018 1.2380 -0.6024
H5 -2.5947 -0.0290 -0.0390
H6 2.1186 1.0675 0.0509
H7 1.7202 -0.4537 -0.7936
H8 0.8735 1.1010 -1.2119
H9 0.8212 -0.8410 2.8853
H10 2.1733 0.3597 2.3821

Results of the Löwdin charge analysis, in e, for atoms 1 through 2:
1 C -0.2660
2 C -0.1210

---

The following is a quantum chemistry calculation of a structure of composition C21H28LaN3O2 at a distorted geometry, from OMol25.

Calculated values
orbital gap = 7.8560 eV
energy above the lowest of the compared OMol25 structures with the same formula, charge and spin = 1.0709 eV
LUMO energy = 0.0 eV
HOMO = -7.90 eV

Geometry (Å):
O1 0.7692 0.0048 -6.0413
C1 0.7828 1.2364 -6.8801
C2 0.6301 0.4820 -8.1993
H1 1.7478 1.7517 -6.7063
H2 -0.0706 1.9193 -6.6799
C3 0.6944 -0.7842 -7.2954
H3 1.3902 0.7129 -8.9179
H4 -0.3579 0.6365 -8.6217
C4 1.9119 -1.6828 -7.4131
H5 2.8576 -1.1614 -7.2811
H6 1.9544 -2.2189 -8.3741
H7 1.8471 -2.4536 -6.6370
C5 -0.5709 -1.6019 -7.4133
H8 -1.4737 -0.9957 -7.2960
H9 -0.5860 -2.4057 -6.6731
H10 -0.6493 -2.0828 -8.3999
La1 0.3245 -0.3140 -1.3656
C6 -1.8427 -0.7601 0.5530
C7 -1.6989 0.6565 0.6687
C8 -2.0577 1.2390 -0.5770
H11 -1.4756 1.1965 1.5802
C9 -2.5010 0.1916 -1.4311
C10 -2.3363 -1.0427 -0.7528
H12 -2.6441 -2.0252 -1.1252
H13 -1.6863 -1.4733 1.3535
H14 -2.1014 2.3086 -0.8062
H15 -2.9795 0.3227 -2.4038
C11 1.1889 -2.1204 0.6066
C12 0.4339 -2.8954 -0.3355
C13 1.1599 -2.9519 -1.5520
H16 -0.5179 -3.3810 -0.1077
C14 2.3665 -2.1879 -1.3760
C15 2.3815 -1.6912 -0.0396
H17 3.1971 -1.1302 0.4130
H18 0.9318 -1.9506 1.6531
H19 0.8882 -3.5246 -2.4353
H20 3.1638 -2.0739 -2.1126
O2 0.3337 1.4192 -3.2225
C16 -0.8314 1.0379 -3.9892
C17 -1.4618 2.2871 -4.5747
H21 -1.5097 0.3883 -3.4234
H22 -0.4657 0.3640 -4.7713
C18 -0.5464 3.4731 -4.1401
H23 -2.4700 2.4270 -4.1520
H24 -1.5892 2.2040 -5.6621
C19 0.5888 2.8809 -3.2570
H25 -1.0864 4.2084 -3.5243
H26 -0.1837 4.0780 -4.9980
H27 0.5149 3.2548 -2.2188
H28 1.6204 3.0302 -3.6274
N1 1.1518 1.0083 0.4079
C20 1.2894 1.3524 1.5447
N2 1.5471 1.8509 2.6680
C21 1.0892 1.7644 3.8723
N3 0.7848 1.7758 5.0078

Results of the Löwdin charge analysis, in e, for atoms 1 through 2:
1 O -0.1380
2 C -0.1283

---

The following is a quantum chemistry calculation of the molecule C3H3BrN2O at a distorted geometry, from OMol25.

Calculated values
structure (SMILES) = [H]/N=C/[C@@H]1C(=O)N1Br
orbital gap = 9.6916 eV
energy above the lowest of the compared OMol25 structures with the same formula, charge and spin = 3.6133 eV
LUMO energy = -0.3 eV
HOMO = -9.97 eV

Geometry (Å):
H1 0.2178 -1.9168 0.5448
N1 0.6146 -1.1093 0.0142
C1 -0.0219 -0.0785 0.2708
C2 0.1321 1.1842 -0.5263
C3 0.5958 2.4209 0.1318
O1 1.3956 3.0425 0.7278
N2 -0.5270 2.5081 -0.5744
Br1 -2.2513 2.9160 -0.2628
H2 -0.8138 -0.1331 1.1022
H3 0.3694 0.9201 -1.4953

Results of the Löwdin charge analysis, in e, for atoms 1 through 2:
1 H 0.0772
2 N 0.0936

---

The following is a quantum chemistry calculation of a structure of composition C11H19I2NO2PS7SbTi, from OMol25.

Calculated values
charge = -2
orbital gap = 5.9695 eV
energy above the lowest of the compared OMol25 structures with the same formula, charge and spin = 0.0351 eV
LUMO energy = 3.2 eV
HOMO = -2.79 eV

Geometry (Å):
Ti1 1.0300 -0.5963 0.5883
S1 -0.0121 -3.9817 3.2367
Sb1 -1.1342 -2.3593 2.1108
S2 -0.1121 -0.1919 2.5105
S3 -0.2433 -2.3534 -0.1267
S4 -3.3770 -2.1428 2.1814
S5 3.0272 -1.1858 1.8223
C1 3.4822 -2.7436 1.1614
N1 2.6772 -3.7905 1.3970
C2 2.9549 -5.0462 1.0028
C3 4.1314 -5.3281 0.3659
C4 5.0163 -4.2749 0.1220
C5 4.6843 -2.9883 0.5030
H1 1.7990 -3.6536 1.9409
H2 2.2002 -5.7776 1.2547
H3 4.4075 -6.3320 0.0698
H4 5.9587 -4.5060 -0.3583
H5 5.3321 -2.1476 0.3041
C6 -0.7610 3.3953 -2.7478
C7 -0.8825 4.5276 -1.7443
C8 -2.2904 5.0938 -1.6629
O1 -0.4147 4.2044 -0.4166
P1 -0.6649 2.8955 0.4672
S6 -0.5839 3.3031 2.3508
S7 0.7338 1.5859 -0.3297
O2 -2.1019 2.4612 -0.0774
C9 -2.7650 1.2547 0.3996
C10 -4.0256 1.6776 1.1242
C11 -3.0333 0.3757 -0.7993
H6 -1.0469 3.7766 -3.7312
H7 -1.4179 2.5646 -2.4923
H8 0.2597 3.0214 -2.8000
H9 -0.2000 5.3274 -2.0425
H10 -3.0011 4.3134 -1.3954
H11 -2.5707 5.5147 -2.6314
H12 -2.3366 5.8819 -0.9111
H13 -2.1082 0.7516 1.1090
H14 -4.6975 2.2098 0.4450
H15 -3.7746 2.3311 1.9594
H16 -4.5307 0.7885 1.5039
H17 -3.7280 0.8824 -1.4757
H18 -3.4631 -0.5726 -0.4747
H19 -2.1060 0.1632 -1.3330
I1 2.5106 -0.8848 -1.8130
I2 7.1783 -7.4443 -0.5676

Results of the Löwdin charge analysis, in e, for atoms 1 through 2:
1 Ti -0.4611
2 S -0.1278